(1)
Here is an isolated molecule of C19H21N3O4S in a non-equilibrium geometry from the Open Molecules 2025 dataset. Energies are from the ωB97M-V functional and the def2-TZVPD basis.

Values from the calculation:
Calculated total energy = -43537.7255 eV
Structure (SMILES) = CCCn1c(SCC(=O)c2cc(OC)ccc2OC)nnc1-c1ccco1
Highest occupied orbital energy = -7.82 eV
Energy relative to the best compared isomer or geometry (same formula, charge and spin) = 344.8 kJ/mol
Frontier orbital gap = 0.29976 Ha
Charge = 0

Last column: Löwdin charge in e.
Element x y z (Å)
C 4.525920 1.890435 -1.296503  -0.10
C 3.798869 0.555897 -1.219897  -0.23
C 2.296575 0.736888 -1.446710  -0.17
N 1.598667 -0.516290 -1.352228  0.00
C 1.052747 -1.058445 -0.225598  -0.62
S 1.049169 -0.228245 1.297019  1.03
C 0.027482 -1.383468 2.264253  -0.34
C -0.966290 -0.637179 3.123535  -0.40
O -1.015733 -0.860452 4.314283  0.10
C -1.832901 0.387610 2.499700  -0.09
C -2.287033 1.387709 3.363676  0.05
C -3.113925 2.406101 2.922931  -0.27
O -3.588513 3.422000 3.693231  -0.09
C -3.235920 3.442943 5.056795  -0.09
C -3.505235 2.409328 1.583192  0.02
C -3.086449 1.417439 0.723428  0.00
C -2.245323 0.392530 1.155418  -0.23
O -1.823460 -0.617067 0.352907  -0.14
C -2.332564 -0.724329 -0.955207  -0.07
N 0.540724 -2.236138 -0.476007  0.02
N 0.738521 -2.494962 -1.771440  0.08
C 1.379125 -1.480995 -2.306312  -0.23
C 1.764406 -1.429119 -3.684505  -0.20
C 1.524766 -2.349143 -4.675041  0.00
C 2.122701 -1.830130 -5.842764  -0.05
C 2.680841 -0.640877 -5.485275  -0.11
O 2.471025 -0.386322 -4.182806  0.03
H 5.590994 1.749308 -1.133803  0.07
H 4.149259 2.572883 -0.538242  0.08
H 4.384461 2.346728 -2.273667  0.07
H 3.955365 0.103601 -0.238374  0.11
H 4.193504 -0.125559 -1.976525  0.11
H 2.114997 1.164864 -2.435155  0.13
H 1.883275 1.403413 -0.683239  0.11
H 0.685747 -1.969974 2.906637  0.09
H -0.463876 -2.025304 1.533121  0.08
H -1.956314 1.324594 4.388263  0.11
H -3.730009 4.318770 5.474157  0.09
H -3.586953 2.545737 5.575482  0.10
H -2.153797 3.538964 5.189524  0.10
H -4.149011 3.201234 1.234768  0.12
H -3.419903 1.448546 -0.301339  0.11
H -1.893784 -1.636170 -1.359043  0.08
H -2.032798 0.127086 -1.575513  0.10
H -3.422816 -0.811943 -0.954936  0.10
H 0.990425 -3.267500 -4.556050  0.11
H 2.137037 -2.279697 -6.814025  0.10
H 3.233162 0.091024 -6.040615  0.12

Cartesian forces, eV/Å:
C -0.06 -0.23 0.02
C -0.12 0.20 -0.05
C 0.57 0.36 -0.03
N -0.54 -0.75 0.07
C -0.04 -0.14 -0.08
S 0.15 0.18 0.31
C 0.46 -0.14 -0.04
C 0.19 -0.29 0.00
O 0.05 0.02 -0.10
C -0.50 0.33 -0.30
C -0.06 0.13 0.00
C 0.05 -0.17 -0.26
O -0.10 0.07 -0.22
C 0.03 0.01 0.16
C 0.08 0.02 0.37
C 0.07 -0.12 -0.17
C 0.00 0.05 0.33
O -0.07 0.10 0.42
C -0.03 -0.09 -0.29
N -0.03 0.31 0.99
N 0.29 -0.16 -1.36
C -0.14 0.14 0.74
C -0.25 -0.93 -1.02
C 0.06 0.52 0.77
C 0.32 0.58 0.01
C -0.06 -0.50 -0.81
O 0.00 0.22 0.52
H 0.10 0.08 0.01
H 0.00 0.14 0.07
H 0.02 0.11 -0.10
H -0.01 -0.09 -0.02
H -0.04 -0.07 0.05
H -0.04 0.03 0.21
H -0.02 0.01 -0.15
H -0.19 0.03 -0.04
H -0.04 -0.01 0.11
H -0.01 0.01 0.09
H 0.06 -0.07 0.02
H 0.03 0.02 -0.01
H -0.03 -0.02 0.00
H -0.08 0.09 -0.05
H -0.03 -0.03 -0.09
H -0.05 0.10 -0.01
H -0.02 -0.01 0.03
H 0.02 0.04 0.02
H -0.13 -0.21 0.09
H 0.04 -0.03 -0.23
H 0.07 0.15 0.02



(2)
Here is a 5-piece molecular cluster, C29H34BF4INO overall from the Open Molecules 2025 dataset. Energies are from the ωB97M-V functional and the def2-TZVPD basis.

Values from the calculation:
Calculated total energy = -53812.5524 eV
Highest occupied orbital energy = -4.40 eV
Frontier orbital gap = 0.24030 Ha
Charge = -1

Last column: Löwdin charge in e.
Element x y z (Å)
C 1.096392 -3.447709 0.222878  -0.07
C 0.470089 -4.256531 -0.891169  -0.34
O 0.226819 -5.576393 -0.479535  -0.15
B -1.074873 -6.157032 -0.542213  -0.92
I -1.764949 -6.011312 -2.906646  0.33
C -2.225847 -5.494689 0.385189  -0.21
C -2.599070 -4.004205 0.445603  -0.25
C -3.364858 -3.465021 -0.750194  -0.31
N -4.122481 -2.251596 -0.367761  -0.01
H 0.390771 -3.315168 1.049687  0.05
H 1.372171 -2.452170 -0.149752  0.05
H 2.007945 -3.912737 0.612421  0.08
H -0.471425 -3.798854 -1.235930  0.07
H 1.102391 -4.275598 -1.796825  0.11
H -1.015191 -7.350892 -0.412706  0.04
H -3.157557 -6.067003 0.236226  0.08
H -1.864005 -5.781276 1.390337  0.09
H -3.188527 -3.785106 1.345718  0.10
H -1.667351 -3.421254 0.539366  0.07
H -2.693754 -3.274235 -1.599392  0.06
H -4.095275 -4.193492 -1.121207  0.10
H -4.664715 -1.904643 -1.152326  0.04
H -3.487899 -1.500657 -0.102287  0.03
F 1.310809 0.840771 -0.727672  0.05
C 2.613658 0.564860 -0.483903  -0.27
C 3.289096 1.324886 0.444029  -0.02
C 4.612654 0.997212 0.708033  -0.08
C 5.215021 -0.076786 0.062527  -0.10
C 4.483583 -0.844898 -0.836350  -0.08
C 3.165578 -0.519047 -1.127826  -0.02
H 2.782657 2.128366 0.954350  0.09
H 5.159795 1.572602 1.444837  0.10
H 6.240278 -0.339717 0.287735  0.10
H 4.927026 -1.716689 -1.300526  0.11
H 2.553959 -1.109323 -1.795597  0.12
F 3.577864 4.264732 1.687617  0.04
C 3.021696 5.127450 0.802481  -0.28
C 3.853400 5.957410 0.080264  -0.02
C 3.263965 6.824513 -0.831108  -0.09
C 1.887101 6.840966 -1.004509  -0.10
C 1.086654 5.982580 -0.262009  -0.07
C 1.648578 5.108646 0.658967  -0.01
H 4.922696 5.911802 0.230792  0.12
H 3.892674 7.486871 -1.413065  0.10
H 1.438789 7.514985 -1.722153  0.10
H 0.013035 5.981630 -0.403075  0.10
H 1.055768 4.415787 1.240300  0.10
F -5.919611 1.824456 -2.313158  0.04
C -4.613993 1.758527 -1.960327  -0.28
C -4.064350 2.830765 -1.286469  -0.02
C -2.724234 2.754465 -0.928327  -0.08
C -1.968089 1.633097 -1.244414  -0.11
C -2.560363 0.573469 -1.920174  -0.07
C -3.899000 0.624350 -2.287662  -0.02
H -4.679082 3.688495 -1.051826  0.11
H -2.268176 3.574898 -0.387623  0.10
H -0.926068 1.579839 -0.955258  0.08
H -1.978964 -0.309500 -2.156849  0.12
H -4.384913 -0.188836 -2.808310  0.12
F -0.233802 2.638614 1.640699  0.02
C -0.184253 1.348780 2.084473  -0.28
C 0.893976 0.984732 2.864347  -0.03
C 0.961637 -0.335330 3.294486  -0.07
C -0.031089 -1.240657 2.944291  -0.09
C -1.099909 -0.830013 2.160525  -0.06
C -1.194070 0.483454 1.718655  -0.01
H 1.661457 1.713167 3.084390  0.11
H 1.814868 -0.660495 3.876410  0.10
H 0.037975 -2.272917 3.260103  0.11
H -1.862860 -1.541966 1.869920  0.09
H -2.002230 0.826600 1.088443  0.10

Cartesian forces, eV/Å:
C 0.15 0.37 -0.04
C -0.48 -0.27 -0.32
O 0.32 -0.04 -0.08
B 0.16 0.45 0.44
I -0.18 -0.04 -0.38
C -0.42 -0.30 0.06
C 0.65 0.04 -0.12
C -0.34 0.26 -0.31
N 0.04 0.05 0.12
H 0.16 -0.09 -0.10
H -0.08 -0.06 0.14
H -0.14 -0.09 -0.08
H 0.22 0.11 0.16
H 0.08 0.00 0.28
H -0.06 -0.08 0.00
H 0.17 0.06 0.06
H -0.12 0.06 -0.09
H -0.05 -0.12 -0.09
H -0.25 -0.01 0.09
H 0.01 -0.14 0.15
H 0.13 -0.02 0.18
H 0.11 -0.05 0.07
H -0.07 -0.14 -0.11
F 0.05 0.14 -0.02
C -0.41 -0.16 0.07
C 0.16 -0.04 -0.06
C -0.01 0.00 0.01
C -0.10 -0.05 0.07
C -0.01 0.04 -0.05
C 0.20 -0.09 0.06
H 0.01 0.07 -0.04
H 0.03 0.01 -0.06
H 0.00 0.01 0.00
H 0.03 0.05 -0.02
H 0.05 0.00 -0.05
F 0.06 0.09 0.05
C -0.01 -0.21 0.09
C -0.17 0.03 -0.02
C 0.11 0.03 -0.02
C 0.01 -0.04 0.04
C -0.07 -0.04 0.02
C 0.12 0.10 -0.10
H 0.01 0.02 -0.01
H -0.02 -0.01 0.00
H 0.01 0.00 0.00
H 0.02 0.01 0.00
H 0.00 0.05 -0.03
F 0.02 0.00 0.00
C -0.17 -0.01 -0.06
C 0.13 -0.12 0.00
C 0.00 0.09 0.02
C -0.04 0.05 -0.14
C 0.07 -0.09 -0.04
C 0.07 0.17 0.08
H 0.01 0.01 0.01
H 0.00 -0.01 -0.01
H -0.07 0.01 -0.06
H -0.01 0.00 0.00
H 0.02 0.00 -0.02
F -0.10 -0.10 0.00
C 0.05 0.20 -0.01
C -0.17 -0.17 -0.12
C 0.08 0.02 -0.04
C 0.06 0.05 0.02
C -0.16 0.00 -0.07
C 0.17 -0.06 0.17
H 0.02 -0.01 0.09
H -0.04 0.00 0.04
H 0.00 0.01 0.01
H 0.01 0.00 0.05
H 0.00 -0.04 0.12



(3)
Here is CH7N2PS as an isolated structure in a non-equilibrium geometry from the Open Molecules 2025 dataset. Energies are from the ωB97M-V functional and the def2-TZVPD basis.

Values from the calculation:
Calculated total energy = -24253.6325 eV
Highest occupied orbital energy = -7.66 eV
Energy relative to the best compared isomer or geometry (same formula, charge and spin) = 183.8 kJ/mol
Frontier orbital gap = 0.27342 Ha
Charge = 0

Last column: Löwdin charge in e.
Element x y z (Å)
C 2.412489 -0.385530 -0.543194  -0.52
N -2.082441 -1.288131 0.194486  -0.30
N -2.325211 1.212462 0.314498  -0.28
P -1.982765 0.035338 -0.837010  0.69
S 0.648917 0.097134 -0.052690  0.27
H 2.876591 -0.367136 0.457647  0.01
H 2.152785 -1.336843 -0.982897  -0.03
H 3.025020 0.132935 -1.291837  0.02
H -1.871103 -1.015246 1.138047  0.00
H -1.719529 -2.288705 -0.005273  0.10
H -1.466596 1.231967 0.947864  0.00
H -2.331234 2.172396 -0.039275  0.03

Cartesian forces, eV/Å:
C -1.37 0.02 0.00
N 0.16 -1.49 -0.76
N 2.10 0.34 0.81
P 1.36 -1.13 0.20
S -0.39 0.91 -0.24
H 0.08 -0.53 -0.74
H 0.93 -0.68 0.40
H -0.62 0.61 0.37
H 0.03 -0.25 0.55
H -0.73 2.76 0.05
H -1.27 -0.12 -0.32
H -0.28 -0.46 -0.31